No. 1
122
Properties=species:S:1:pos:R:3:mulliken_charge:R:1 method="wB97M-V/def2-TZVPD" e_tot_ha=-19109.76591 spin_multiplicity=1
C 3.82551 -1.22419 3.04558 0.189
C 3.72545 0.35834 3.52018 -0.279
O 2.42292 0.98577 3.23641 -0.271
C 1.31679 0.29243 3.93643 -0.509
C 0.31783 -0.34960 2.76253 -0.175
O -0.66596 0.69075 2.42934 -0.239
C -0.65354 1.04339 1.00129 -0.441
Si 0.35213 2.62764 0.55927 0.279
O 2.08700 2.39721 0.42153 -0.746
Si 2.51305 1.02510 -0.58510 0.878
S 1.05891 0.48717 -2.08563 -0.331
C 4.17760 1.38744 -1.54118 0.022
C 4.40979 2.97820 -1.87180 0.418
C 5.49938 0.77504 -0.75474 0.201
C 5.73518 -0.83400 -1.04311 -0.289
S 0.08395 4.04854 2.22154 -0.328
C -1.51832 3.71461 3.12736 -0.342
C -2.82220 3.44288 2.17317 0.438
O -3.01632 3.89378 0.93162 -0.431
O -3.93182 2.64673 2.78744 -0.384
C -4.27833 1.49016 1.94754 -0.391
C -5.62427 0.74382 2.59735 0.238
C -6.07571 -0.53590 1.67617 -0.457
O -6.70410 1.68900 2.92389 -0.384
C -7.00991 2.59752 1.80745 0.652
O -6.79616 3.92806 2.00206 -0.544
C -7.63889 2.17863 0.34986 -0.059
S -8.54910 3.65176 -0.39704 -0.125
P -0.37600 3.67343 -1.23322 1.095
O -1.41495 2.70637 -1.99511 -0.628
O -1.04367 5.25472 -0.94794 -0.543
O 1.05144 3.92958 -2.25931 -0.316
H 3.61918 -1.34986 1.89737 -0.061
H 3.07838 -1.92083 3.65625 0.246
H 4.92516 -1.60778 3.26336 -0.226
H 4.52440 0.94527 2.86135 0.148
H 4.04454 0.51074 4.65780 0.197
H 0.76005 1.11487 4.57438 0.222
H 1.68042 -0.52994 4.69797 0.279
H 1.02231 -0.67172 1.88592 0.097
H -0.24435 -1.28259 3.24003 0.237
H -0.37151 0.08461 0.39146 0.628
H -1.78680 1.28406 0.71317 -0.068
H 2.70037 -0.14015 0.27736 -0.402
H 1.37466 1.26692 -3.24148 0.164
H 4.10191 0.81499 -2.57881 0.260
H 4.22941 3.15283 -3.02035 0.340
H 3.71909 3.64950 -1.18660 -0.324
H 5.53938 3.25324 -1.60680 -0.489
H 6.47619 1.32411 -1.16179 -0.112
H 5.44756 1.04411 0.39768 0.014
H 6.23411 -1.32392 -0.08731 -0.155
H 4.69911 -1.30483 -1.32444 0.118
H 6.47997 -1.02811 -1.95489 0.314
H -1.76541 4.69564 3.76049 0.454
H -1.34896 2.86369 3.94252 0.194
H -4.52920 1.74733 0.82963 0.330
H -3.42178 0.66221 2.01501 0.229
H -5.24314 0.29032 3.63209 0.369
H -7.19238 -0.43098 1.32085 0.104
H -5.85598 -1.54793 2.23952 0.309
H -5.41930 -0.49541 0.68223 -0.153
H -6.81212 1.86898 -0.43707 0.278
H -8.42675 1.30058 0.46984 -0.193
H -8.09642 3.90600 -1.71493 0.049
H -1.14261 5.46817 0.02549 0.361
H 1.66956 4.44298 -1.62776 0.087
C 8.11383 -3.92346 -0.07728 -0.102
Cl 9.01708 -2.89629 -1.20372 -0.113
Cl 7.85064 -3.08053 1.45890 -0.089
Cl 6.56799 -4.41738 -0.78871 -0.099
H 8.70494 -4.82151 0.11953 0.381
C 5.41106 -3.62365 5.63668 -0.061
Cl 4.72397 -2.17438 6.38991 -0.102
Cl 4.12373 -4.67905 5.02960 -0.124
Cl 6.51958 -3.17848 4.32798 -0.123
H 5.97614 -4.17112 6.39537 0.387
C -11.84274 0.36063 -0.11518 0.004
Cl -12.25876 -1.30084 -0.56936 -0.126
Cl -10.52944 0.37010 1.07427 -0.063
Cl -11.39232 1.30261 -1.54678 -0.094
H -12.72226 0.82393 0.33919 0.319
C -0.04423 -3.01590 -3.66220 0.250
Cl -1.51083 -3.85617 -3.13036 -0.074
Cl 1.28510 -3.30579 -2.52708 -0.097
Cl 0.40949 -3.53013 -5.29602 -0.147
H -0.25081 -1.94281 -3.68381 0.068
C 4.75577 6.95997 -2.13806 -0.136
Cl 3.28917 6.11969 -1.60622 -0.056
Cl 6.08510 6.67007 -1.00294 -0.075
Cl 5.20949 6.44573 -3.77189 -0.112
H 4.54919 8.03305 -2.15968 0.390
C 2.96078 -4.58123 9.40166 0.057
Cl 2.68107 -4.56186 11.15129 -0.121
Cl 1.81619 -3.50924 8.57679 -0.103
Cl 4.62916 -4.11172 9.03320 -0.113
H 2.80151 -5.59982 9.03870 0.278
C -5.41078 -3.69672 -1.46603 -0.034
Cl -7.13636 -3.77388 -1.07075 -0.126
Cl -4.71573 -2.16077 -0.92067 -0.011
Cl -4.54517 -5.06305 -0.74247 -0.133
H -5.30322 -3.75708 -2.55205 0.304
C -2.31548 -6.27684 -6.26519 0.208
Cl -3.11610 -6.66372 -4.73249 -0.114
Cl -2.16051 -7.72820 -7.26978 -0.098
Cl -3.20644 -5.01328 -7.13080 -0.120
H -1.31275 -5.90182 -6.04488 0.116
C -6.89918 6.41176 -3.40158 0.089
Cl -5.68008 7.20399 -4.41449 -0.122
Cl -8.51815 7.02124 -3.78516 -0.120
Cl -6.83155 4.65315 -3.60745 -0.127
H -6.68232 6.64469 -2.35594 0.306
C 8.69252 3.56782 -1.03198 -0.056
Cl 7.63595 4.43504 -2.15954 -0.081
Cl 10.27996 4.34969 -0.94052 -0.133
Cl 7.94916 3.47927 0.57403 -0.120
H 8.83113 2.54944 -1.40393 0.324
C -0.41589 -10.91799 -9.19272 0.215
Cl -0.83191 -12.57946 -9.64690 -0.122
Cl 0.89741 -10.90853 -8.00326 -0.121
Cl 0.03453 -9.97601 -10.62432 -0.120
H -1.29541 -10.45470 -8.73834 0.145

=====

No. 2
10
Properties=species:S:1:pos:R:3:nbo_charge:R:1 method="wB97M-V/def2-TZVPD" total_charge=+1 e_tot_ha=-318.96822 spin_multiplicity=1
O 1.74343 -1.38354 -0.46761 -0.662
C 0.58702 -1.39120 -0.15718 0.625
C -0.64631 -1.15534 0.18306 -0.401
C -1.11862 0.21968 -0.14669 -0.343
C -0.47502 1.35789 0.19785 0.077
H -1.25492 -1.91086 0.68204 0.315
H 0.44965 2.30704 -0.32535 0.497
H -2.14170 0.29873 -0.51970 0.274
Be 1.94284 0.28530 0.21173 1.744
O 0.91362 1.37231 0.34185 -1.126

=====

No. 3
44
Properties=species:S:1:pos:R:3:nbo_charge:R:1 method="wB97M-V/def2-TZVPD" total_charge=-1 e_tot_ha=-1034.59879 spin_multiplicity=1
C 23.84200 -9.64500 -6.68600 -0.650
C 24.01500 -9.06000 -5.25800 0.114
C 25.49500 -8.73100 -5.09300 -0.630
O 23.38900 -7.84700 -5.03300 -0.943
H 22.80900 -9.82700 -7.04200 0.196
H 24.41300 -10.51900 -6.85500 0.173
H 24.20300 -8.85000 -7.37400 0.220
H 23.75200 -9.80600 -4.50300 0.100
H 26.11500 -9.59500 -5.36300 0.170
H 25.79000 -8.20200 -4.19300 0.239
H 25.67000 -8.04800 -5.87800 0.183
O 20.66800 -8.71300 -8.11700 -0.949
H 20.40600 -9.48900 -7.67400 0.481
H 21.53300 -8.87200 -8.45400 0.486
O 20.62800 -11.20000 -6.15700 -0.972
H 19.93200 -11.76200 -5.91300 0.466
H 21.39400 -11.66100 -5.92100 0.492
O 24.96800 -5.71600 -4.87800 -0.994
H 24.48700 -5.08200 -5.42300 0.466
H 24.48500 -6.54100 -4.84100 0.491
O 22.89900 -12.56600 -5.42900 -0.947
H 23.71100 -12.25800 -5.72900 0.484
H 22.85700 -12.27700 -4.50200 0.483
O 23.81500 -7.25500 -2.62300 -1.020
H 23.97800 -8.16200 -2.27900 0.455
H 23.76700 -7.40500 -3.58700 0.477
O 21.94200 -6.74100 -6.86300 -1.047
H 22.36000 -7.17300 -6.07000 0.504
H 21.53400 -7.42000 -7.43800 0.470
O 22.71600 -9.13600 -9.86900 -0.963
H 23.07900 -8.22200 -9.85000 0.494
H 23.29100 -9.63200 -10.44800 0.482
O 24.88000 -6.38900 -7.67600 -0.956
H 24.13300 -6.64900 -7.17700 0.492
H 25.56600 -6.77400 -7.18400 0.458
O 21.00300 -8.88300 -4.26200 -0.987
H 21.88500 -8.65900 -4.63300 0.496
H 20.62900 -9.39900 -4.96500 0.457
O 21.42100 -12.32500 -9.06300 -0.941
H 21.37200 -11.53600 -8.52400 0.480
H 21.27600 -13.00900 -8.40800 0.460
O 24.52900 -9.55400 -1.46000 -0.908
H 24.05800 -9.51200 -0.64500 0.471
H 24.10400 -10.27100 -1.88900 0.466

=====

No. 4
16
Properties=species:S:1:pos:R:3:nbo_charge:R:1 method="wB97M-V/def2-TZVPD" smiles="C=CCC.C#CF" e_tot_ha=-333.71234 spin_multiplicity=1
C -1.00389 -3.21916 1.72166 -0.423
C -0.70646 -4.23125 1.19939 0.437
C 0.98634 -0.52955 -0.64483 -0.385
C 0.42792 0.44658 -0.04598 -0.164
C 0.14500 2.78262 -0.35590 -0.604
C -0.45434 1.37127 -0.70916 -0.445
F -0.28767 -5.29559 0.71895 -0.249
H -1.30699 -2.35487 2.20757 0.235
H 0.98345 -0.51112 -1.68580 0.182
H 1.54123 -1.27793 -0.18300 0.193
H 0.72570 0.79363 0.91984 0.189
H -0.44779 3.61853 -0.90310 0.206
H 1.21141 2.84973 -0.69130 0.208
H 0.16538 2.98935 0.70945 0.202
H -0.47550 1.29477 -1.74633 0.202
H -1.50379 1.27297 -0.51146 0.214

=====

No. 5
25
Properties=species:S:1:pos:R:3:nbo_charge:R:1 method="wB97M-V/def2-TZVPD" total_charge=+1 e_tot_ha=-611.79183 spin_multiplicity=1
O 0.36015 -0.59420 -1.83921 -0.918
H -0.09336 -0.75494 -2.68288 0.520
H -0.25715 -0.99598 -1.14956 0.542
O 2.19720 -0.96799 0.42052 -0.955
H 1.85442 -1.71102 0.94348 0.552
H 3.09272 -1.24780 0.18774 0.507
O 0.23323 -1.61689 2.27438 -0.987
H -0.53559 -1.88311 1.74074 0.508
H 0.12929 -2.20774 3.03459 0.501
O -2.01275 1.22042 0.19598 -1.156
H -2.88101 1.60665 0.31909 0.488
H -1.34431 1.48580 -0.86092 0.516
O -0.50604 1.63609 -1.75556 -1.086
H -1.04646 2.30547 -2.18939 0.551
H 0.25918 0.73840 -1.57155 0.563
O 0.34893 0.99702 1.51648 -0.989
H 0.50825 0.15701 1.98786 0.521
H -0.60208 1.22615 1.46008 0.540
O -1.66730 -1.38238 -0.11847 -1.042
H -2.38563 -2.01353 -0.08201 0.501
H -1.96797 -0.47244 0.14871 0.530
O 1.68113 1.19650 -0.62985 -0.954
H 1.17545 1.12000 0.25966 0.541
H 1.38060 2.03338 -1.03430 0.592
H 2.07909 0.12513 -0.57561 0.614